Entry P
ORCA calculation (ωB97M-V with the def2-TZVPD basis set) on a 2-piece molecular cluster, C2H3N3 overall.

```
8
C2H3N3 (ωB97M-V with the def2-TZVPD basis set)
H -0.76582 -0.07582 -1.16364
N 1.32072 -2.28582 -1.57371
H 1.81162 -0.53729 -0.33186
N -0.37039 0.51550 -0.45939
C -0.91814 0.90009 0.54560
H -1.31498 1.30479 2.43603
C 1.55645 -1.38185 -0.92080
N -1.31946 1.56040 1.46776
```

## Properties
highest occupied orbital energy: -0.3933 Eh
SMILES: N=C=N.C#N
LUMO level: 0.62 eV

Here are the Mulliken charges for atoms 1 to 2, given in e:
1 H 0.274
2 N -0.366

Entry Q
ORCA calculation (ωB97M-V with the def2-TZVPD basis set) on a 2-piece molecular cluster, C2H3N3 overall.

```
8
C2H3N3 (ωB97M-V with the def2-TZVPD basis set)
H -2.84332 0.41778 0.42698
H 1.52931 1.26544 0.03719
N -0.47057 1.07214 0.00316
C 0.71836 -0.74002 -0.01101
C 0.74459 0.64943 -0.06167
H 1.48095 -1.37829 -0.12594
N -1.14984 0.01680 -0.11108
N -0.53482 -1.12501 0.02682
```

## Properties
highest occupied orbital energy (alpha / beta): -0.3708 / -0.3722 Eh
LUMO level (alpha / beta): -2.08 / -1.91 eV

Here are the Mulliken charges for atoms 1 to 2, given in e:
1 H 0.345
2 H 0.469

Most stable pick: entry P. Distance to second place: 92.9 kcal/mol.

Entry P
ORCA calculation (ωB97M-V with the def2-TZVPD basis set) on a 9-piece molecular cluster, H18O9 overall.

```
27
H18O9 (ωB97M-V with the def2-TZVPD basis set)
H 0.50551 -0.02778 -0.24238
O 2.01959 0.42896 2.37572
H 2.36266 0.54254 -1.91034
H -3.09526 -0.28489 -0.63536
H -1.69449 3.22695 0.02999
O -0.15715 -0.01625 0.44826
H 1.33130 1.42624 -2.57912
H -0.58384 0.83574 0.35724
H 2.59836 3.70970 -0.85319
O 2.79580 3.12609 -0.12063
O 1.77197 1.27684 -1.74262
O -3.44975 -1.17336 -0.60083
H -2.58315 -2.17479 1.73558
H -2.69302 2.23387 0.58554
H -1.17931 -1.93125 1.22388
O -1.76125 -2.62358 1.53735
O -2.17512 2.43036 -0.19511
O 1.72781 -3.04151 0.56706
H 2.03134 1.37034 2.20281
H 1.10111 -2.63240 1.16380
O -0.58403 -1.38071 -2.21264
H 2.58389 -2.85086 0.95047
H -0.87277 -1.54518 -1.31497
H -3.84725 -1.23956 0.26741
H 1.49993 0.06022 1.66143
H 0.04916 -2.07573 -2.39222
H 2.29802 2.33004 -0.30707
```

## Properties
highest occupied orbital energy: -0.4126 Eh
SMILES: O.O.O.O.O.O.O.O.O
LUMO level: -0.17 eV

Here are the Mulliken charges for atoms 1 to 2, given in e:
1 H 0.362
2 O -0.649

Entry Q
ORCA calculation (ωB97M-V with the def2-TZVPD basis set) on a 9-piece molecular cluster, H18O9 overall.

```
27
H18O9 (ωB97M-V with the def2-TZVPD basis set)
H 3.98037 -0.05514 0.13903
H -0.06530 3.91318 -1.16773
H 2.10429 1.39563 0.20872
H -1.81079 2.06262 0.68828
O -1.16509 -0.25014 -0.24389
O 0.45171 3.21328 -1.58225
H 0.62813 2.59526 -0.86398
H -0.90711 -2.93635 -0.24796
H -0.37108 -0.77385 -0.08814
O -3.69448 -1.24166 -1.96408
H -1.82637 -2.82427 0.95722
O -2.38056 0.04180 2.39942
H -2.92380 -0.73874 2.55637
H 3.32379 -2.06004 -1.21093
O -2.18685 2.77418 0.15793
H -3.13822 2.62944 0.21214
H 1.30187 0.15445 0.56314
H -3.52517 -0.54165 -1.32352
O 4.17146 -1.60573 -1.14732
H -2.96597 -1.85930 -1.83455
H -1.25801 -0.24472 -1.20323
H 5.17226 0.10417 1.06859
H 4.38423 -1.63673 -0.20777
O -1.82858 -2.79021 -0.00602
O 2.03024 0.45574 0.00844
O 4.21480 0.20989 1.03558
H -1.71575 0.00886 3.09651
```

## Properties
highest occupied orbital energy: -0.4046 Eh
SMILES: O.O.O.O.O.O.O.O.O
LUMO level: -0.43 eV

Here are the Mulliken charges for atoms 1 to 2, given in e:
1 H 0.404
2 H 0.318

Most stable pick: entry P. Distance to second place: 22.6 kcal/mol.

Entry P
ORCA calculation (ωB97M-V with the def2-TZVPD basis set) on a 9-piece molecular cluster, H18O9 overall.

```
27
H18O9 (ωB97M-V with the def2-TZVPD basis set)
O 1.24830 -1.30993 -2.42044
H -2.15870 -0.95493 1.26856
H 0.23630 2.09407 -0.82344
O 1.76430 0.98207 -0.85644
O 0.64230 -0.93293 1.77056
H 1.57830 -0.76993 1.80556
O -0.88070 1.23607 -3.50244
H 1.04230 1.88807 0.92356
O -0.37870 -3.34793 2.43356
O -0.70570 1.99307 -0.89344
H -1.23770 -2.93393 2.58056
H 0.01430 -2.67593 1.88456
H 2.28830 1.58207 -1.41144
H 1.29230 -1.15293 -3.34044
H -0.55170 -1.00593 -1.15844
O -1.00870 -0.71693 -0.36144
H -2.09970 0.02107 2.46356
H -1.58970 1.87907 -3.70444
H -0.80770 1.05607 -0.65944
H 0.00730 1.68207 2.13556
H 0.20630 -0.67793 2.54956
H -0.64970 1.55407 -2.61144
H 1.23230 -0.46493 -1.96644
O -2.44370 -0.83993 2.19756
H -0.27170 -0.59393 0.24156
O 0.91130 1.98707 1.83556
H 2.32030 0.42307 -0.38044
```

## Properties
highest occupied orbital energy: -0.3978 Eh
SMILES: O.O.O.O.O.O.O.O.O
LUMO level: -0.55 eV

Here are the Mulliken charges for atoms 1 to 2, given in e:
1 O -0.633
2 H 0.384

Entry Q
ORCA calculation (ωB97M-V with the def2-TZVPD basis set) on a 9-piece molecular cluster, H18O9 overall.

```
27
H18O9 (ωB97M-V with the def2-TZVPD basis set)
H -12.76246 10.81041 7.22558
H -14.35103 7.62035 7.60986
H -18.21895 5.67574 10.53275
H -10.53079 8.65237 10.66208
H -16.14946 10.08744 11.01312
H -12.06558 11.59761 8.31488
O -10.63325 9.45755 11.16944
O -15.61292 9.36580 11.34113
H -15.06313 6.47171 6.92763
H -10.55498 5.36573 7.74486
H -18.68103 9.07219 4.17183
O -17.84850 9.38932 3.82175
H -16.22147 8.63126 11.42088
O -12.48219 11.69548 7.45866
H -11.05640 9.17755 11.98110
O -17.05135 12.04852 7.68054
H -18.75380 5.87726 11.93461
H -9.46093 6.35840 8.07585
O -14.99113 7.42620 6.92517
O -18.67476 6.31097 11.08497
H -15.01987 2.98827 8.99361
H -17.37138 11.34297 7.11840
H -16.48828 2.99790 8.62539
O -10.39765 6.19820 8.19037
H -17.18655 8.84132 4.24337
O -15.78400 3.56261 8.94371
H -16.12538 12.13472 7.45383
```

## Properties
highest occupied orbital energy: -0.4115 Eh
SMILES: O.O.O.O.O.O.O.O.O
LUMO level: 0.01 eV

Here are the Mulliken charges for atoms 1 to 2, given in e:
1 H 0.309
2 H 0.310

Most stable pick: entry P. Distance to second place: 10.6 kcal/mol.

Entry P
ORCA calculation (ωB97M-V with the def2-TZVPD basis set) on a 9-piece molecular cluster, H18O9 overall.

```
27
H18O9 (ωB97M-V with the def2-TZVPD basis set)
O 3.82744 3.26691 0.32747
H -4.49929 2.25693 -0.80564
O -3.50342 2.14778 -1.01408
H -3.42974 1.22934 -0.85107
H 3.35355 2.47556 0.54244
O 2.76870 -0.00005 -0.96766
H 2.01087 -2.52057 -0.04075
H -1.58775 -2.60892 -0.86335
H -2.25917 1.74960 1.52234
H 1.95918 0.41748 -1.27877
O 1.58272 -2.06402 -0.75533
H 3.36105 0.16958 -1.72017
O -0.25605 1.33729 0.22666
H 3.42973 3.58880 -0.49586
O 3.54703 -1.96015 0.97477
O -3.76702 -1.39162 0.04248
H -0.96112 1.63802 -0.20653
H -3.77679 -1.57324 0.92226
O -2.25120 0.76259 1.59085
H -1.05010 -2.66703 0.65480
H -4.50494 -0.77197 -0.18158
H 1.68045 -1.12261 -0.33868
H -0.24502 0.37811 0.07336
O -0.92211 -2.23114 -0.16648
H 3.97383 -1.67693 0.16629
H 2.75385 -1.46708 1.08247
H -1.23467 0.63732 1.55978
```

## Properties
highest occupied orbital energy: -0.3604 Eh
SMILES: O.O.O.O.O.O.O.O.O
LUMO level: 0.09 eV

Here are the Mulliken charges for atoms 1 to 2, given in e:
1 O -0.625
2 H 0.334

Entry Q
ORCA calculation (ωB97M-V with the def2-TZVPD basis set) on a 9-piece molecular cluster, H18O9 overall.

```
27
H18O9 (ωB97M-V with the def2-TZVPD basis set)
H 1.75395 2.02232 3.88953
H 2.00761 0.13401 -2.23000
H 1.65614 -2.39762 -0.67056
O 2.19968 1.01865 -1.87115
O 2.03448 1.15727 3.56069
H -1.53821 0.18549 -3.68181
O -3.18530 -0.44503 3.00277
H -0.96101 -0.67101 -2.67006
O -0.66659 -0.00376 -3.30759
H -2.83291 1.82626 2.95294
H -2.98901 -0.27283 -0.43335
H 3.14705 1.16171 -1.86255
H 0.29688 -0.19588 1.19590
O 1.59650 -1.48705 -3.07602
H 0.80730 -1.38943 -3.62330
H 2.37851 -1.30045 -3.60755
O -2.21676 -0.71017 -0.80207
O 2.40667 -1.97540 -0.23094
H 3.10675 -2.57119 -0.52440
H -1.35472 2.24464 2.26409
H -3.62300 0.10446 2.34223
H -1.90915 -1.34560 -0.14752
O 0.16894 0.75817 1.26790
H -2.31325 -0.00580 2.96315
H 0.59661 1.04062 0.44407
O -2.24328 1.88666 2.19715
H 1.67613 1.23094 2.65847
```

## Properties
highest occupied orbital energy: -0.3984 Eh
SMILES: O.O.O.O.O.O.O.O.O
LUMO level: 0.18 eV

Here are the Mulliken charges for atoms 1 to 2, given in e:
1 H 0.305
2 H 0.404

Entry R
ORCA calculation (ωB97M-V with the def2-TZVPD basis set) on a 9-piece molecular cluster, H18O9 overall.

```
27
H18O9 (ωB97M-V with the def2-TZVPD basis set)
H 1.50030 -1.90751 -2.67493
H -1.44613 -0.56466 2.59546
H -0.39959 0.02624 0.56155
H 2.90015 0.98430 0.20184
H -0.59037 -3.02638 -1.36673
H 0.27046 0.44997 2.54385
O 0.62901 1.33716 2.56755
O -0.74470 -1.13768 2.28584
O 3.29436 1.09266 -0.66366
H 3.26592 2.03592 -0.82392
H 1.56333 1.21402 2.73519
H -1.17781 -1.97249 2.10768
O 1.13740 -2.75218 -2.40833
O -2.96385 -0.42158 -0.90087
H -0.66318 2.59930 1.78351
H -1.76252 -3.43780 -2.23201
H -1.09487 4.04945 1.73252
O -1.53623 -2.91511 -1.46270
H 0.42454 -0.91919 -0.28631
H 0.48091 1.42446 -1.31944
O 0.29887 2.36386 -1.34452
H -2.27219 0.20361 -1.11761
H -2.52061 -1.26949 -0.87236
H 0.51544 2.67384 -0.46517
O 0.25698 0.01098 -0.13481
O -1.25930 3.19616 1.33116
H 1.89369 -3.33784 -2.37279
```

## Properties
highest occupied orbital energy: -0.3758 Eh
SMILES: O.O.O.O.O.O.O.O.O
LUMO level: 0.00 eV

Here are the Mulliken charges for atoms 1 to 2, given in e:
1 H 0.312
2 H 0.323

Most stable pick: entry R. Distance to second place: 13.0 kcal/mol.

Entry P
ORCA calculation (ωB97M-V with the def2-TZVPD basis set) on C3H5O2P as an isolated structure.

```
11
C3H5O2P (ωB97M-V with the def2-TZVPD basis set)
C 0.24423 -0.51782 -1.10165
H 0.61622 -0.39794 -2.11935
H 1.86176 1.18206 1.13938
O -0.45809 -0.43884 1.09469
O -0.91464 -1.97003 -0.80278
H 1.35140 1.67025 -0.54223
C 1.01361 1.30321 0.33818
H 0.44802 1.99145 0.96717
C 0.20934 0.05394 0.05113
H -2.88087 -1.09577 0.34344
P -1.49097 -1.78052 0.63201
```

## Properties
highest occupied orbital energy: -0.3129 Eh
LUMO level: 0.22 eV

Here are the Mulliken charges for atoms 1 to 2, given in e:
1 C 0.037
2 H 0.355

Entry Q
ORCA calculation (ωB97M-V with the def2-TZVPD basis set) on one molecule with the formula C3H5O2P.

```
11
C3H5O2P (ωB97M-V with the def2-TZVPD basis set)
P 2.03051 -2.82275 0.39837
C -0.65392 0.74033 0.33348
H -1.74672 0.51700 0.39621
O 2.14822 -4.14052 -0.23736
C 1.29902 -0.59027 -0.75098
H -0.49173 1.47072 -0.51107
H 1.74448 0.29191 -1.32590
H 0.44521 -2.45336 0.85381
C 0.23798 -0.31885 -0.11171
O 1.97575 -1.73552 -0.88477
H -0.42829 1.31133 1.30823
```

## Properties
highest occupied orbital energy (alpha / beta): -0.3115 / -0.3361 Eh
LUMO level (alpha / beta): -2.11 / -0.69 eV

Here are the Mulliken charges for atoms 1 to 2, given in e:
1 P 0.340
2 C -0.893

Most stable pick: entry P. Distance to second place: 35.0 kcal/mol.

Entry P
ORCA calculation (ωB97M-V with the def2-TZVPD basis set) on a 2-piece molecular cluster, C3H9NS overall.

```
14
C3H9NS (ωB97M-V with the def2-TZVPD basis set)
S -2.18880 -1.33468 1.91681
H -1.05679 -0.81671 1.45623
H 2.73807 1.87407 1.05443
H 0.37971 0.57682 -1.65534
C -2.80109 -1.39410 0.21229
H 2.14132 0.99252 -2.42604
C 1.42117 0.84607 -1.58448
H 3.16218 0.30652 -0.27301
C 2.12280 0.50257 -0.37810
H -2.33019 -0.56212 -0.40007
N 1.94595 1.23477 0.91362
H 0.97422 1.54910 1.16457
H -2.51713 -2.45407 -0.19980
H -3.99143 -1.32075 0.19890
```

## Properties
highest occupied orbital energy: -0.2972 Eh
SMILES: C=CN.CS
LUMO level: 0.39 eV

Here are the Mulliken charges for atoms 1 to 2, given in e:
1 S -0.145
2 H 0.074

Entry Q
ORCA calculation (ωB97M-V with the def2-TZVPD basis set) on one molecule with the formula C3H9NS.

```
14
C3H9NS (ωB97M-V with the def2-TZVPD basis set)
N 0.41809 0.01412 -1.46894
H 1.27474 0.65033 2.81656
H 0.40823 -1.64995 -2.83075
C -0.07351 -1.35526 -1.84958
H 1.46682 -0.73149 1.73331
C -0.46118 0.80613 -0.56363
H -1.05843 -1.37134 -2.22578
H -1.39234 1.01595 -1.15089
H 0.55895 0.48997 -2.40974
H 0.26559 -1.93065 -0.94828
C 1.14114 0.26608 1.83204
H -0.05719 1.75289 -0.29333
S -0.60471 0.14974 1.11974
H 1.64370 0.97801 1.16263
```

## Properties
highest occupied orbital energy: -0.3166 Eh
SMILES: CNCSC
LUMO level: 0.98 eV

Here are the Mulliken charges for atoms 1 to 2, given in e:
1 N -0.408
2 H 0.366

Entry R
ORCA calculation (ωB97M-V with the def2-TZVPD basis set) on a 2-piece molecular cluster, C3H9NS overall.

```
14
C3H9NS (ωB97M-V with the def2-TZVPD basis set)
C -2.22047 -0.11585 0.07096
H -2.73866 -0.54322 0.92795
H -0.03453 2.82760 -0.43836
H -0.43487 1.32115 -1.47365
C -0.23746 1.76045 -0.50004
C 2.26648 -1.76631 0.10891
H 1.32145 -2.27312 0.43890
H -2.97500 0.01818 -0.70794
S -1.71116 1.58471 0.48759
N 2.78716 -0.91777 0.88588
H -1.34145 -0.70976 -0.18600
H 0.57191 1.17881 -0.04825
H 2.65112 -2.07351 -0.85705
H 2.09548 -0.29135 1.29110
```

## Properties
highest occupied orbital energy: -0.3118 Eh
SMILES: C=N.CSC
LUMO level: 0.79 eV

Here are the Mulliken charges for atoms 1 to 2, given in e:
1 C -0.718
2 H 0.308

Most stable pick: entry Q. Distance to second place: 10.9 kcal/mol.